No. 1
{"formula": "C6H11BrN", "method": "the ωB97M-V functional and the def2-TZVPD basis", "multiplicity": 1, "total_charge": 1, "e_above_lowest_ev": 3.314, "max_force_ev_per_a": 3.805, "gap_ev": 8.01, "symbols": ["C", "C", "C", "C", "C", "C", "N", "Br", "H", "H", "H", "H", "H", "H", "H", "H", "H", "H", "H"], "coordinates": [[-2.4710, 1.6088, -0.0812], [-1.1005, 1.0148, 0.0227], [-3.0208, 0.1844, 0.1114], [-1.5730, -0.2173, 0.1990], [2.6506, 0.2514, -0.5760], [2.0670, -1.6835, 0.7895], [2.4589, -1.1944, -0.3393], [-0.6866, -1.8613, 0.3019], [-2.5329, 2.0409, -1.0418], [-0.2404, 1.5786, 0.1174], [-3.3772, -0.0010, 1.1252], [-3.5562, -0.1378, -0.7949], [1.9968, 0.5987, -1.4196], [2.2217, 0.8798, 0.3133], [3.8063, 0.4091, -0.7315], [-2.8722, 2.4377, 0.6277], [1.9202, -2.8568, 0.8430], [1.8091, -1.1330, 1.6566], [2.5002, -1.9192, -1.1233]]}



No. 2
{"formula": "C6H11ClEuN3Sc", "method": "the ωB97M-V functional and the def2-TZVPD basis", "multiplicity": 8, "total_charge": -2, "max_force_ev_per_a": 2.572, "gap_ev": [3.83, 5.76], "symbols": ["Sc", "Cl", "C", "C", "H", "H", "H", "H", "H", "H", "Eu", "C", "C", "H", "H", "H", "H", "H", "N", "C", "N", "C", "N"], "coordinates": [[0.6536, -0.2426, -2.0057], [1.6531, -2.1587, -1.1446], [2.3342, 0.8885, -2.8218], [-0.4506, -0.8558, -3.7584], [2.2006, 1.1069, -3.8910], [2.4830, 1.8361, -2.2862], [3.2395, 0.2758, -2.6991], [-0.2218, -0.1892, -4.5982], [-1.5338, -0.8498, -3.6038], [-0.1499, -1.8698, -4.0393], [-1.2517, 1.0331, 1.4064], [-1.9701, -1.2604, 1.4051], [-0.7247, 1.4545, -0.9831], [-3.0332, -1.2458, 1.1114], [-1.3530, -1.8555, 0.7138], [-1.8466, -1.5735, 2.4576], [-1.7723, 1.5319, -1.3947], [-0.4151, 2.5302, -0.9137], [0.2279, 0.9523, 3.2274], [0.5238, 0.7152, 4.3515], [0.9871, 0.5594, 5.5229], [0.4185, -0.1036, 6.5030], [0.0014, -0.6792, 7.4404]]}



No. 3
{"formula": "C6H11ClN2", "method": "the ωB97M-V functional and the def2-TZVPD basis", "multiplicity": 1, "e_above_lowest_ev": 1.676, "max_force_ev_per_a": 3.582, "gap_ev": 10.13, "smiles": "ClN1CC2CCN1CC2", "symbols": ["C", "C", "C", "C", "C", "C", "N", "N", "Cl", "H", "H", "H", "H", "H", "H", "H", "H", "H", "H", "H"], "coordinates": [[-0.8011, 0.7446, -1.1583], [-0.2197, -1.4754, -0.1904], [0.7066, 1.0711, -1.0957], [1.2322, -0.9976, 0.0325], [-0.8062, 0.3880, 1.3289], [-1.1156, -0.2449, -0.0343], [1.3543, 0.4394, 0.0259], [0.4792, 1.0590, 1.2936], [1.4158, 0.7895, 2.7098], [-1.3956, 1.6511, -1.0338], [-1.0613, 0.3033, -2.1212], [-0.3504, -1.9114, -1.1828], [-0.4938, -2.2277, 0.5511], [1.2272, 0.7329, -1.9957], [0.8628, 2.1466, -0.9910], [1.6243, -1.3421, 0.9942], [1.9034, -1.3685, -0.7480], [-1.5416, 1.1620, 1.5758], [-0.8500, -0.3912, 2.1007], [-2.1706, -0.5288, -0.0615]]}



No. 4
{"formula": "C6H11ClN3PrYb", "method": "the ωB97M-V functional and the def2-TZVPD basis", "multiplicity": 4, "total_charge": -1, "max_force_ev_per_a": 2.127, "gap_ev": [5.63, 5.69], "symbols": ["Yb", "Cl", "C", "C", "H", "H", "H", "H", "H", "H", "Pr", "C", "C", "H", "H", "H", "H", "H", "N", "C", "N", "C", "N"], "coordinates": [[0.2220, 0.2941, -2.3728], [0.9466, -1.3838, -0.6256], [2.1927, 1.5907, -2.5145], [-1.0187, -0.9370, -3.7814], [2.1915, 1.9783, -3.5476], [2.2842, 2.4161, -1.7892], [3.0238, 0.8791, -2.3665], [-0.9259, -0.4271, -4.7536], [-2.0533, -0.9846, -3.4038], [-0.5232, -1.9229, -3.7405], [-0.1152, 0.5021, 1.0392], [-2.0415, -0.7525, 1.7072], [-1.2994, 1.5964, -0.9269], [-3.0134, -0.3925, 1.3785], [-2.0256, -1.8314, 1.5175], [-1.9984, -0.6316, 2.7805], [-2.2912, 1.6827, -1.4246], [-1.0711, 2.6884, -0.9156], [1.1054, -0.8435, 2.5505], [1.4974, -1.0880, 3.6420], [1.9772, -1.3899, 4.7710], [1.6121, -0.7759, 5.8796], [1.3241, -0.2671, 6.8965]]}



No. 5
{"formula": "C6H11ClO", "method": "the ωB97M-V functional and the def2-TZVPD basis", "multiplicity": 1, "e_above_lowest_ev": 4.704, "max_force_ev_per_a": 5.194, "gap_ev": 9.06, "symbols": ["C", "C", "C", "C", "C", "C", "O", "Cl", "H", "H", "H", "H", "H", "H", "H", "H", "H", "H", "H"], "coordinates": [[-0.5167, -1.4579, -1.6458], [-0.2061, -0.3522, -1.0245], [2.1408, 0.2169, 0.8745], [-0.2191, 0.1228, 1.9524], [-1.6378, 1.2058, -1.5677], [0.8385, -0.5810, 1.0520], [-0.3381, 0.9353, -1.3916], [1.2022, -2.1946, 1.4341], [-1.1399, -1.3306, -2.5509], [-0.2266, -2.5444, -1.3324], [1.8044, 1.2086, 0.4504], [2.5808, 0.2928, 1.7936], [2.8723, -0.2932, 0.2338], [-1.1088, -0.4465, 2.0679], [0.2713, 0.2080, 2.8728], [-0.2284, 1.1143, 1.5322], [-2.2296, 0.2965, -1.3885], [-1.8460, 1.6777, -2.5698], [-2.0131, 1.9216, -0.7927]]}



No. 6
{"formula": "C6H11ClO2S", "method": "the ωB97M-V functional and the def2-TZVPD basis", "multiplicity": 1, "e_above_lowest_ev": 3.056, "max_force_ev_per_a": 4.921, "gap_ev": [8.06, 8.06], "symbols": ["C", "C", "C", "C", "C", "C", "O", "O", "S", "Cl", "H", "H", "H", "H", "H", "H", "H", "H", "H", "H", "H"], "coordinates": [[-1.7935, -0.7077, -0.7446], [-1.0274, 0.8697, 1.9420], [0.6836, -1.2695, -0.7070], [-0.0558, 1.2322, -0.9874], [-0.0354, -0.2003, 1.3065], [-0.2171, -0.2061, -0.2468], [-4.2519, 0.3003, 0.1324], [-2.6918, 1.7502, -0.9440], [-2.8744, 0.5501, -0.2719], [-2.4257, -2.1975, -0.1306], [-1.9841, 0.7233, 1.3774], [-0.7248, 1.8863, 1.7724], [-1.3031, 0.5963, 2.9923], [1.7070, -0.9501, -0.5330], [0.5737, -1.5419, -1.8218], [0.4627, -2.2191, -0.1609], [-0.2789, 1.0997, -2.0101], [0.9872, 1.5600, -0.8531], [-0.8351, 1.8479, -0.6043], [1.0418, -0.0029, 1.5044], [-0.2796, -1.2141, 1.7942]]}